Record 1
Entry from the Open Molecules 2025 dataset: 8 unconnected molecules or ions with the total composition C26H42Cl6O15 (the ωB97M-V functional and the def2-TZVPD basis).

The value obtained for the total energy is -4905.74410 hartree. The energy above the lowest of the compared OMol25 structures with the same formula, charge and spin is 6.22 kcal/mol. The calculation puts the orbital gap at 10.72 eV. The LUMO energy comes out at -0.21 eV. The value obtained for the molar mass is 807.33 g/mol. The structure (SMILES) is C[C@H]1COC(=O)O1.C[C@H]1COC(=O)O1.C[C@H]1COC(=O)O1.C[C@H]1COC(=O)O1.C[C@H]1COC(=O)O1.ClCCCl.ClCCCl.ClCCCl. For the HOMO energy, the calculation gives -10.930 eV.

Each line ends with the Löwdin charge.
Cartesian coordinates (Å):
Cl -4.878 -4.289 1.798  0.546
Cl 0.770 -1.311 0.507  0.612
Cl -1.415 0.917 1.160  0.632
Cl 3.696 -3.362 0.358  0.575
Cl 6.644 -2.251 1.856  0.539
Cl -4.579 -1.035 0.851  0.584
O 3.589 1.781 5.677  0.173
O 3.960 2.018 -2.123  0.087
O 2.261 2.424 -0.728  0.149
O -3.571 7.405 -5.270  0.164
O 2.858 0.322 -1.217  0.038
O 2.703 0.275 4.286  0.048
O 1.758 -5.746 -5.004  0.158
O -2.590 2.082 4.078  0.139
O -3.511 3.769 2.935  0.102
O -3.286 5.199 -5.627  0.067
O -2.289 6.171 -3.925  0.086
O -4.455 1.765 2.880  0.046
O 0.649 -5.166 -3.139  0.084
O 1.386 1.816 5.199  0.092
O 2.639 -6.107 -2.963  0.071
C -5.127 2.505 1.862  -0.097
C 4.709 0.862 -2.510  -0.066
C 1.377 -0.106 3.874  -0.295
C 3.904 -0.323 -1.943  -0.315
C -1.766 4.833 -3.874  -0.282
C -4.409 3.863 1.842  -0.309
C -0.009 -4.946 -0.797  -0.020
C -0.309 -0.693 -0.771  -0.611
C 3.294 -1.273 -2.970  -0.009
C 2.650 1.338 5.114  -0.568
C -2.079 4.269 -2.501  -0.029
C -3.289 -2.205 1.124  -0.686
C 1.194 -1.540 4.395  -0.015
C 1.106 -4.851 -1.806  -0.322
C 2.972 1.652 -1.300  -0.575
C -3.651 -3.098 2.318  -0.645
C 2.152 -5.952 -1.622  -0.097
C 1.693 -5.676 -3.813  -0.583
C -2.553 4.143 -5.023  -0.084
C -3.646 4.174 0.562  -0.035
C -3.101 6.356 -4.957  -0.583
C -3.446 2.506 3.372  -0.605
C -0.720 0.728 -0.497  -0.583
C 0.478 0.937 4.571  -0.100
C 5.003 -1.511 1.962  -0.615
C 3.952 -2.615 1.989  -0.608
H 4.813 0.743 -3.591  0.133
H -1.506 1.058 -1.176  0.067
H -0.465 -5.933 -0.827  0.095
H -4.033 -2.509 3.146  0.067
H 0.143 -1.780 4.569  0.083
H 0.365 -4.767 0.213  0.083
H 2.664 -0.667 -3.630  0.099
H -2.400 -1.611 1.320  0.009
H 4.878 -0.969 2.898  0.076
H -4.413 4.177 -0.226  0.089
H -3.158 5.141 0.515  0.091
H -1.632 3.278 -2.411  0.079
H -0.762 -4.174 -0.963  0.073
H -2.986 3.348 0.286  0.061
H 4.191 -3.417 2.675  0.073
H 1.796 -6.919 -1.263  0.140
H -5.146 4.663 1.952  0.151
H -6.203 2.533 2.013  0.134
H -3.226 3.399 -4.591  0.127
H 5.716 0.995 -2.113  0.135
H 3.025 -2.109 2.248  0.015
H 1.716 -1.644 5.346  0.099
H -1.676 4.940 -1.746  0.092
H 4.918 -0.846 1.111  0.050
H 4.051 -1.895 -3.433  0.098
H -0.699 4.895 -4.080  0.153
H 4.536 -0.913 -1.274  0.121
H -3.232 -2.819 0.229  0.052
H 1.577 -2.314 3.732  0.054
H -1.948 3.693 -5.808  0.131
H 0.278 -0.686 -1.692  0.068
H -0.251 1.352 3.877  0.087
H 1.396 -0.007 2.789  0.092
H 2.538 -1.871 -2.454  0.054
H 1.617 -3.891 -1.872  0.119
H -1.148 -1.363 -0.938  0.065
H -0.185 0.408 5.265  0.132
H 2.940 -5.646 -0.936  0.084
H 0.084 1.458 -0.553  0.049
H -2.761 -3.612 2.680  0.070
H -4.973 2.037 0.885  0.108
H -3.157 4.183 -2.364  0.083

=====

Record 2
Entry from the Open Molecules 2025 dataset: a molecular structure, C26H42CsN7O4PS2 (the ωB97M-V functional and the def2-TZVPD basis).

The value obtained for the total energy is -2858.26163 hartree. The energy above the lowest of the compared OMol25 structures with the same formula, charge and spin is 57.83 kcal/mol. The calculation puts the orbital gap at 7.11 eV. As for the charge: -1. The LUMO energy comes out at 2.02 eV. The value obtained for the molar mass is 744.68 g/mol. For the HOMO energy, the calculation gives -5.087 eV.

Each line ends with the Löwdin charge.
Cartesian coordinates (Å):
Cs 1.143 -0.991 -0.259  1.779
S -3.136 -0.869 0.584  0.660
S -0.895 2.913 3.678  0.523
P 2.902 2.305 0.484  0.526
O 0.774 -1.383 2.219  -0.287
O 1.702 -3.086 1.133  -0.212
O -0.016 -1.126 -2.368  -0.375
O 2.535 0.967 -0.014  -0.629
N 1.930 3.468 -0.237  -0.289
N 2.893 2.431 2.132  -0.288
N -3.032 1.589 2.900  0.065
N -1.981 -1.931 -1.510  0.075
N -1.192 0.290 3.302  0.117
N 4.444 2.751 0.018  -0.310
N -2.760 0.264 -1.805  -0.117
C -2.918 2.727 -2.012  -0.083
C 0.156 -3.311 -4.107  -0.025
C -0.265 -5.403 4.275  -0.105
C 0.566 -4.532 3.584  -0.036
C 0.028 -3.573 2.736  -0.126
C -2.538 -0.835 -1.002  -0.795
C -0.906 -1.994 -2.282  -0.606
C 0.255 -4.432 -4.917  -0.093
C 0.495 3.204 -0.201  -0.090
C 2.272 4.870 -0.320  -0.126
C -2.181 -4.395 3.241  -0.087
C 5.477 3.333 0.835  -0.118
C -2.803 0.126 -3.253  -0.206
C -4.231 -0.066 -3.766  -0.063
C -0.585 -5.516 -4.704  -0.107
C 2.476 1.306 2.965  -0.089
C 0.920 -2.608 1.974  -0.791
C -1.519 -5.473 -3.678  -0.090
C -1.352 -3.510 2.568  -0.036
C -0.785 -3.262 -3.082  -0.131
C 2.817 3.719 2.801  -0.114
C -1.641 -5.340 4.103  -0.116
C -1.623 -4.351 -2.871  -0.022
C -3.372 1.472 -1.271  -0.260
C -1.730 1.513 3.259  -0.978
C 4.726 2.695 -1.406  -0.112
H 3.103 4.525 2.126  0.061
H 5.216 3.232 1.886  0.067
H -1.835 2.714 -2.135  0.063
H -4.218 -0.345 -4.820  0.071
H 2.234 0.445 2.349  0.045
H -4.822 0.846 -3.656  0.061
H 3.352 4.999 -0.235  0.064
H 0.796 -2.450 -4.249  0.111
H -2.284 -6.030 4.636  0.089
H -4.720 -0.863 -3.203  0.083
H -1.670 -0.473 2.840  0.042
H 1.778 5.464 0.459  0.082
H -2.346 -4.306 -2.067  0.112
H 0.012 3.628 0.688  0.068
H -0.508 -6.394 -5.335  0.093
H 5.636 4.396 0.603  0.079
H 0.030 3.634 -1.091  0.074
H -3.253 -4.345 3.089  0.098
H 3.894 2.213 -1.917  0.077
H 3.500 3.727 3.657  0.087
H -1.777 -2.778 1.890  0.038
H -3.385 2.821 -2.995  0.064
H -3.417 0.844 2.333  -0.005
H 3.271 1.029 3.667  0.089
H -2.348 1.009 -3.706  0.110
H 1.642 -4.594 3.701  0.113
H 1.804 3.905 3.172  0.046
H -3.081 1.541 -0.229  0.060
H 1.955 5.265 -1.291  0.084
H -3.397 2.513 2.768  0.070
H 1.588 1.584 3.538  0.031
H -3.187 3.605 -1.425  0.075
H 6.426 2.814 0.663  0.082
H 0.159 -6.138 4.949  0.091
H 0.990 -4.460 -5.713  0.095
H -2.201 -0.720 -3.552  0.098
H 5.635 2.115 -1.596  0.084
H -0.190 0.172 3.314  0.059
H -2.169 -6.323 -3.506  0.096
H 0.335 2.128 -0.205  0.065
H 4.869 3.698 -1.831  0.079
H -4.467 1.397 -1.296  0.115